(1)
{
  "formula": "C27H37ClF17IN2O13Si2",
  "method": "the ωB97M-V functional and the def2-TZVPD basis",
  "spin_multiplicity": 1,
  "symbols": ["C", "C", "F", "C", "Si", "F", "C", "C", "O", "I", "O", "Si", "Cl", "C", "N", "N", "C", "O", "H", "H", "H", "H", "H", "H", "H", "H", "H", "H", "H", "H", "C", "C", "O", "C", "O", "C", "F", "F", "F", "H", "H", "H", "H", "H", "C", "C", "O", "C", "O", "C", "F", "F", "F", "H", "H", "H", "H", "H", "C", "C", "O", "C", "O", "C", "F", "F", "F", "H", "H", "H", "H", "H", "C", "C", "O", "C", "O", "C", "F", "F", "F", "H", "H", "H", "H", "H", "C", "C", "O", "C", "O", "C", "F", "F", "F", "H", "H", "H", "H", "H"],
  "positions_angstrom": [[1.65002, -0.32131, 2.47745], [1.12697, 0.76414, 1.31748], [-0.01346, 1.57493, 1.80206], [0.85495, -0.06530, -0.06914], [-1.00182, 0.06554, -0.69910], [-1.07304, -1.08075, -2.08952], [-1.41204, 1.81475, -1.42712], [-0.33645, 2.98622, -1.03094], [1.00287, 2.92441, -1.26112], [-1.00063, 4.89454, -0.08531], [-2.01856, -0.41034, 0.65066], [-3.72143, -0.47085, 0.22979], [-4.16315, -0.22084, -1.84782], [-4.72821, 0.93115, 1.16369], [-3.75802, 2.12821, 1.22361], [-4.29529, -2.14520, 0.67477], [-5.31350, -2.09060, 1.59396], [-6.07338, -1.88674, 2.70266], [2.80415, -0.58204, 2.32396], [1.59733, 0.18426, 3.55484], [1.06785, -1.34057, 2.42489], [2.08043, 1.45231, 1.11088], [1.06146, -1.23201, 0.02351], [1.53057, 0.30998, -0.95346], [-2.48245, 2.22063, -1.11067], [-1.43059, 1.72340, -2.59826], [-5.66674, 1.19781, 0.47716], [-5.07024, 0.61216, 2.23599], [-4.26378, 3.00230, 1.48946], [-3.05518, 1.83407, 1.93745], [-2.59028, -6.07014, -0.85867], [-2.85953, -5.69863, 0.58757], [-1.84707, -6.24642, 1.44583], [-0.68033, -5.53089, 1.53555], [-0.47290, -4.48200, 0.93076], [0.28458, -6.19607, 2.51576], [0.36208, -7.54747, 2.34508], [-0.08592, -5.99858, 3.81388], [1.56036, -5.72863, 2.40918], [-2.49072, -7.15541, -0.96554], [-3.40147, -5.72318, -1.50513], [-1.65308, -5.62886, -1.21196], [-3.81354, -6.13214, 0.90553], [-2.93945, -4.61356, 0.71839], [8.50559, 0.14242, 3.25802], [8.31882, 1.17324, 2.16045], [6.94067, 1.24313, 1.76349], [6.12409, 2.01338, 2.55167], [6.50891, 2.61963, 3.54833], [4.70373, 2.04080, 1.98937], [4.26348, 0.80731, 1.60715], [4.60413, 2.83743, 0.88627], [3.78559, 2.50944, 2.88094], [8.10830, -0.82908, 2.94579], [9.56466, 0.02901, 3.50668], [7.96561, 0.42959, 4.16567], [8.88914, 0.87300, 1.27516], [8.69001, 2.15874, 2.46359], [10.28071, 7.82686, 1.27859], [11.63298, 7.23098, 0.93444], [11.78403, 5.93879, 1.54204], [11.21075, 4.88710, 0.87375], [10.59298, 5.00240, -0.18172], [11.48959, 3.57211, 1.59997], [11.30416, 3.66430, 2.94850], [12.77487, 3.15050, 1.42202], [10.69242, 2.55013, 1.17859], [10.13618, 7.85312, 2.36374], [10.19390, 8.84352, 0.88466], [9.46648, 7.22421, 0.86418], [12.42717, 7.86683, 1.33954], [11.78651, 7.17511, -0.14916], [-7.39028, -7.90434, -6.19799], [-7.65953, -7.53282, -4.75174], [-6.64707, -8.08061, -3.89349], [-5.48033, -7.36508, -3.80377], [-5.27290, -6.31619, -4.40855], [-4.51542, -8.03026, -2.82355], [-4.43792, -9.38166, -2.99424], [-4.88592, -7.83278, -1.52544], [-3.23964, -7.56283, -2.93013], [-7.29072, -8.98960, -6.30485], [-8.20147, -7.55738, -6.84445], [-6.45308, -7.46305, -6.55128], [-8.61354, -7.96634, -4.43379], [-7.73945, -6.44775, -4.62093], [-7.71096, 5.57366, -3.25674], [-6.61760, 6.07336, -2.33100], [-6.92241, 5.74443, -0.96694], [-6.60414, 4.47140, -0.56769], [-6.09198, 3.63164, -1.30353], [-6.93290, 4.27346, 0.91119], [-8.15491, 4.77541, 1.25199], [-6.02886, 4.89170, 1.72474], [-6.94610, 2.96271, 1.28433], [-8.68758, 5.95494, -2.94054], [-7.52241, 5.89199, -4.28602], [-7.77535, 4.48123, -3.23843], [-6.55965, 7.16537, -2.38868], [-5.63468, 5.68317, -2.61820]],
  "mulliken_charge": [-0.973, 0.767, -0.327, -0.826, 0.469, -0.351, -0.045, 0.149, -0.545, -0.017, -0.012, 0.314, -0.309, -0.517, -0.348, -0.199, 0.644, -0.495, 0.234, 0.283, 0.297, -0.240, 0.411, 0.351, 0.053, 0.314, 0.122, 0.432, 0.122, 0.202, -0.974, -0.077, -0.379, 0.418, -0.503, 0.814, -0.243, -0.258, -0.236, 0.262, 0.294, 0.332, 0.376, 0.183, -1.206, -0.013, -0.307, 0.012, -0.529, 1.246, -0.249, -0.260, -0.252, 0.309, 0.390, 0.311, 0.319, 0.252, -1.088, -0.189, -0.303, 0.325, -0.516, 0.931, -0.257, -0.266, -0.224, 0.301, 0.364, 0.311, 0.312, 0.307, -1.091, -0.196, -0.299, 0.232, -0.514, 1.050, -0.263, -0.261, -0.252, 0.298, 0.367, 0.313, 0.311, 0.314, -1.097, -0.193, -0.326, 0.461, -0.502, 0.764, -0.248, -0.259, -0.219, 0.304, 0.364, 0.312, 0.328, 0.301]
}

***

(2)
{
  "formula": "C4H7NO",
  "method": "the ωB97M-V functional and the def2-TZVPD basis",
  "smiles": "C=C=N.C=CO",
  "spin_multiplicity": 1,
  "symbols": ["O", "C", "C", "C", "C", "N", "H", "H", "H", "H", "H", "H", "H"],
  "positions_angstrom": [[1.66736, -0.05966, 0.88999], [1.81275, 0.05809, -0.45548], [1.12059, -0.68877, -1.31300], [-2.36483, -0.34000, 1.19932], [-1.76258, 0.55310, 0.44858], [-1.21418, 1.42406, -0.22090], [2.15632, 0.64226, 1.33357], [2.54150, 0.79174, -0.80083], [-0.43794, 1.03573, -0.76025], [0.44859, -1.46934, -0.96695], [1.25262, -0.54601, -2.37899], [-1.97133, -0.55246, 2.18474], [-3.24888, -0.84875, 0.84020]],
  "mulliken_charge": [-0.440, -0.002, -0.751, -0.908, 0.682, -0.608, 0.342, 0.245, 0.380, 0.303, 0.273, 0.236, 0.248]
}

***

(3)
{
  "formula": "C18H33BrN6",
  "method": "the ωB97M-V functional and the def2-TZVPD basis",
  "charge": 1,
  "s2": 0.756,
  "spin_multiplicity": 2,
  "symbols": ["C", "C", "N", "C", "C", "N", "C", "C", "H", "H", "H", "H", "H", "H", "H", "H", "H", "H", "H", "C", "C", "N", "C", "C", "N", "C", "C", "H", "H", "H", "H", "H", "H", "H", "H", "H", "H", "H", "C", "C", "N", "C", "C", "N", "C", "C", "H", "H", "H", "H", "H", "H", "H", "H", "H", "H", "H", "Br"],
  "positions_angstrom": [[-3.94463, -3.39679, -3.99555], [-2.53378, -3.01902, -3.84916], [-2.42125, -2.49407, -2.46836], [-2.74298, -1.20454, -1.99657], [-2.50129, -1.11853, -0.65950], [-2.21930, -2.39646, -0.27135], [-2.09193, -3.23102, -1.38496], [-2.08902, -2.72819, 1.16697], [-4.62287, -2.57692, -3.75911], [-4.07684, -4.32447, -3.43874], [-4.23931, -3.77069, -4.97609], [-2.28875, -2.18722, -4.50959], [-1.82536, -3.83016, -4.01734], [-3.22033, -0.45928, -2.61555], [-2.82170, -0.34067, 0.01775], [-2.11157, -4.31057, -1.36060], [-1.58751, -3.68507, 1.31172], [-3.12257, -2.85667, 1.48849], [-1.71245, -1.87173, 1.72625], [-0.78491, 1.03383, -4.18168], [0.58172, 0.74628, -3.60317], [0.79581, -0.64048, -3.19893], [0.89608, -1.77056, -4.07918], [1.18126, -2.80817, -3.32336], [1.19569, -2.50942, -1.95048], [0.92128, -1.11826, -1.91578], [1.51114, -3.43232, -0.87785], [-0.76687, 1.94280, -4.78298], [-1.55425, 1.11726, -3.41405], [-1.14344, 0.25423, -4.85382], [0.88425, 1.49448, -2.87053], [1.21911, 0.84968, -4.48132], [0.71434, -1.52928, -5.11607], [1.31366, -3.84020, -3.61281], [0.77842, -0.60036, -0.97889], [1.70759, -4.37337, -1.39159], [0.72934, -3.54922, -0.12737], [2.45646, -3.15985, -0.40855], [1.25007, 3.15852, 7.31679], [2.12201, 2.52767, 6.18406], [2.40538, 3.45583, 5.09959], [3.46900, 4.31603, 4.98691], [3.35167, 4.87197, 3.72696], [2.25631, 4.32956, 3.05004], [1.61816, 3.53396, 3.98346], [1.77760, 4.40295, 1.66609], [0.38352, 3.77043, 7.06626], [1.93002, 3.83805, 7.83059], [0.91727, 2.34057, 7.95578], [1.40128, 1.78885, 5.83364], [3.06099, 2.08272, 6.51333], [4.19084, 4.37486, 5.78808], [3.90696, 5.57997, 3.12964], [0.86384, 2.83690, 3.64953], [1.50140, 5.45348, 1.57556], [0.98604, 3.68530, 1.45042], [2.56401, 4.19203, 0.94140], [-0.41962, 1.15561, 1.01181]],
  "mulliken_charge": [-1.139, -0.563, 0.690, -0.682, -0.627, 0.239, -0.336, -0.987, 0.319, 0.315, 0.427, 0.166, 0.412, 0.607, 0.597, 0.369, 0.380, 0.440, 0.273, -0.892, -0.555, 0.378, -0.781, -0.506, 0.361, -0.885, -0.792, 0.438, 0.152, 0.208, 0.337, 0.340, 0.495, 0.456, 0.415, 0.270, 0.175, 0.382, -1.041, -0.571, 0.207, -0.327, -0.425, 0.148, -0.114, -0.638, 0.346, 0.323, 0.341, 0.281, 0.392, 0.454, 0.461, 0.271, 0.339, 0.102, 0.326, -0.773]
}

***

(4)
{
  "formula": "C4H15NO2",
  "method": "the ωB97M-V functional and the def2-TZVPD basis",
  "charge": 1,
  "s2": 0.754,
  "spin_multiplicity": 2,
  "symbols": ["C", "C", "N", "C", "C", "H", "H", "H", "H", "H", "H", "H", "H", "H", "H", "H", "H", "H", "O", "H", "H", "O"],
  "positions_angstrom": [[1.27884, 1.34724, 1.34074], [0.77632, 0.56267, 0.12141], [-0.40796, -0.28355, 0.36879], [-0.90582, -0.86928, -0.85455], [-1.42428, 0.35187, 1.20536], [1.09849, 0.78185, 2.25125], [0.74549, 2.30146, 1.40977], [2.32233, 1.61745, 1.20063], [0.58176, 1.20004, -0.73382], [1.54649, -0.12884, -0.22685], [-0.84294, -0.21031, -1.73255], [-0.22839, -1.67301, -1.16524], [-1.88454, -1.33205, -0.72136], [-1.72805, 1.26088, 0.69040], [-1.11410, 0.50780, 2.22831], [-2.29372, -0.28360, 1.25604], [0.27361, 1.38115, -4.35545], [0.03348, -0.06957, -3.99963], [0.72490, 0.52926, -4.31952], [0.87939, -1.70204, 2.28261], [-0.16812, -2.66347, 1.71330], [0.73681, -2.62595, 2.04036]],
  "mulliken_charge": [-1.168, -0.417, 0.330, -0.977, -0.925, 0.289, 0.377, 0.366, 0.422, 0.394, 0.317, 0.388, 0.384, 0.412, 0.360, 0.405, 0.331, 0.314, -0.626, 0.309, 0.299, -0.586]
}

***

DFT total energy for the records above, in order: -140774.29220 -7796.74782 -98175.06656 -9967.35737 eV